This record from the Open Molecules 2025 dataset describes 3 unconnected molecules or ions with the total composition C35H47N4O6 at a distorted geometry. The level of theory is ωB97M-V/def2-TZVPD.

XYZ file:
```
92
C35H47N4O6, DFT ωB97M-V/def2-TZVPD
C -3.700 0.995 0.907
C -2.391 1.575 0.283
C -1.675 2.489 1.298
C -1.484 0.519 -0.407
C -1.243 -0.824 0.319
C -0.149 -0.865 1.442
C 1.001 0.153 1.194
C 2.031 0.227 2.337
C 3.457 -0.136 1.907
O 3.643 -0.993 1.061
N 4.514 0.597 2.508
C 4.785 0.224 3.867
C 5.793 -0.663 4.169
C 6.103 -1.013 5.465
C 5.375 -0.447 6.492
C 4.347 0.416 6.206
C 4.045 0.758 4.905
C 0.547 -2.267 1.326
C -0.189 -3.440 2.016
C 0.885 -4.557 2.164
C -1.270 -4.049 1.089
N -0.635 -3.132 3.383
O -1.196 -4.126 3.972
C -1.440 -1.907 3.518
C -2.963 -2.119 3.192
C -1.424 -1.566 5.042
C -0.857 -0.651 2.816
H -4.519 1.674 0.641
H -3.611 1.070 1.999
H -3.932 -0.018 0.572
H -2.729 2.245 -0.522
H -2.384 3.176 1.774
H -0.989 3.134 0.723
H -1.051 1.963 2.024
H -0.568 1.029 -0.727
H -2.004 0.261 -1.344
H -0.938 -1.539 -0.458
H -2.181 -1.215 0.721
H 0.624 1.164 1.020
H 1.459 -0.161 0.244
H 2.030 1.243 2.746
H 1.761 -0.454 3.158
H 5.353 0.573 1.939
H 6.363 -1.093 3.344
H 6.924 -1.704 5.634
H 5.634 -0.713 7.514
H 3.773 0.859 7.016
H 3.225 1.449 4.735
H 0.721 -2.530 0.275
H 1.548 -2.245 1.780
H 0.515 -5.415 2.730
H 1.800 -4.146 2.610
H 1.190 -4.927 1.175
H -2.085 -3.373 0.827
H -1.724 -4.915 1.593
H -0.756 -4.459 0.214
H -3.349 -1.330 2.540
H -3.179 -3.116 2.802
H -3.547 -2.025 4.115
H -1.893 -0.599 5.244
H -1.966 -2.341 5.593
H -0.379 -1.577 5.383
H -0.248 -0.118 3.556
H -1.712 0.005 2.620
C 2.261 -2.436 -3.532
C 1.731 -2.429 -4.817
C 0.919 -1.383 -5.228
C 0.651 -0.353 -4.343
C 1.166 -0.351 -3.059
C 1.975 -1.400 -2.652
N -0.188 0.769 -4.778
O -0.644 0.736 -5.907
O -0.379 1.674 -3.989
H 2.899 -3.251 -3.216
H 1.955 -3.237 -5.499
H 0.509 -1.381 -6.227
H 0.950 0.454 -2.371
H 2.386 -1.409 -1.650
C -1.713 3.475 -6.666
C -2.243 3.498 -7.950
C -3.046 4.554 -8.353
C -3.305 5.581 -7.462
C -2.791 5.569 -6.178
C -1.991 4.509 -5.780
N -4.135 6.713 -7.894
O -4.588 6.686 -9.021
O -4.319 7.615 -7.100
H -1.081 2.649 -6.353
H -2.028 2.692 -8.639
H -3.456 4.568 -9.353
H -3.002 6.373 -5.487
H -1.580 4.488 -4.780
```

Its expectation value of S² is 0.754. Its charge is 0. Its HOMO energy (spin up / spin down) is -8.7 / -9.3 eV. The frontier orbital gap (spin up / spin down) is 7.770 / 8.395 eV. The spin multiplicity is 2.

Atom charges from the Löwdin analysis, given in e for atoms 1 to 8:
1. C -0.071
2. C -0.393
3. C -0.081
4. C -0.161
5. C -0.120
6. C -0.351
7. C -0.125
8. C -0.093

***

This record from the Open Molecules 2025 dataset describes 2 unconnected molecules or ions with the total composition C35H47OSi at a distorted geometry. The level of theory is ωB97M-V/def2-TZVPD.

XYZ file:
```
84
C35H47OSi, DFT ωB97M-V/def2-TZVPD
C -4.895 4.558 4.030
C -4.032 3.600 3.277
C -3.352 2.588 3.950
C -2.644 1.605 3.262
C -2.078 0.511 4.129
C -2.534 1.679 1.857
C -1.855 0.575 1.040
C -2.749 -0.690 1.109
C -0.381 0.293 1.436
C 0.758 0.928 0.752
C 1.800 1.560 1.515
C 2.065 2.975 1.467
C 1.056 3.933 0.903
C 3.234 3.485 2.007
C 4.132 2.674 2.711
C 5.414 3.253 3.214
C 3.781 1.341 2.944
C 2.614 0.796 2.427
C 2.290 -0.612 2.842
C -3.212 2.716 1.179
C -3.218 2.799 -0.327
C -3.925 3.673 1.891
H -5.348 5.275 3.337
H -5.697 4.011 4.546
H -4.321 5.105 4.790
H -3.403 2.540 5.040
H -1.929 -0.443 3.617
H -1.120 0.816 4.581
H -2.759 0.323 4.976
H -1.832 0.909 -0.005
H -3.767 -0.441 0.768
H -2.357 -1.483 0.456
H -2.850 -1.083 2.133
H -0.264 0.462 2.518
H -0.169 -0.775 1.241
H 0.773 0.941 -0.349
H 1.450 4.960 0.926
H 0.781 3.669 -0.126
H 0.132 3.950 1.506
H 3.428 4.559 1.914
H 6.001 2.494 3.737
H 6.027 3.638 2.389
H 5.198 4.095 3.884
H 4.428 0.710 3.566
H 3.214 -1.089 3.208
H 1.573 -0.653 3.685
H 1.887 -1.218 2.017
H -3.844 3.637 -0.665
H -2.205 2.977 -0.719
H -3.619 1.886 -0.798
H -4.429 4.485 1.360
C 1.896 -0.696 -6.075
Si 0.576 -1.258 -4.886
C -0.545 0.046 -4.158
C -0.405 -2.634 -5.707
O 1.526 -1.755 -3.597
C 1.345 -2.499 -2.474
C 0.977 -1.924 -1.270
C 0.696 -2.851 -0.161
C -0.009 -4.159 -0.620
C 0.651 -4.771 -1.812
C 1.444 -3.944 -2.644
C 2.068 -4.489 -3.780
C 1.771 -5.783 -4.176
C 0.929 -6.588 -3.387
C 0.411 -6.099 -2.185
H 1.465 -0.131 -6.913
H 2.640 -0.066 -5.570
H 2.428 -1.567 -6.486
H -1.192 0.484 -4.933
H -1.195 -0.382 -3.380
H 0.035 0.856 -3.692
H -1.128 -2.213 -6.424
H 0.248 -3.317 -6.268
H -0.968 -3.236 -4.982
H 0.972 -0.843 -1.161
H 1.641 -3.147 0.325
H 0.113 -2.353 0.615
H -0.034 -4.883 0.207
H -1.058 -3.924 -0.870
H 2.769 -3.864 -4.338
H 2.206 -6.166 -5.097
H 0.682 -7.596 -3.717
H -0.202 -6.739 -1.538
```

Its charge is +1. Its HOMO energy is -10.1 eV. The frontier orbital gap is 4.533 eV. The spin multiplicity is 1.

Atom charges from the Löwdin analysis, given in e for atoms 1 to 8:
1. C -0.047
2. C -0.266
3. C -0.007
4. C -0.204
5. C -0.051
6. C -0.122
7. C -0.266
8. C -0.023

***

This record from the Open Molecules 2025 dataset describes a molecular structure, C35H48BrIrN4O4P at a distorted geometry. The level of theory is ωB97M-V/def2-TZVPD.

XYZ file:
```
94
C35H48BrIrN4O4P, DFT ωB97M-V/def2-TZVPD
Ir 0.396 0.317 0.154
C 1.032 3.594 1.012
C 1.926 3.126 2.155
C 1.393 1.977 2.970
C 1.459 2.052 4.360
C 1.093 0.964 5.132
C 0.672 -0.193 4.494
C 0.593 -0.187 3.118
N 0.926 0.878 2.369
N 1.088 2.796 -0.230
C 2.408 2.896 -0.858
C 3.385 1.862 -0.373
C 4.743 2.014 -0.625
C 5.625 1.064 -0.143
C 5.125 0.007 0.605
C 3.759 -0.072 0.797
N 2.904 0.818 0.294
C 0.066 3.300 -1.152
C -1.306 3.048 -0.598
C -2.381 3.854 -0.940
C -3.602 3.651 -0.318
C -3.696 2.669 0.658
C -2.585 1.889 0.916
N -1.421 2.047 0.280
H 1.302 4.630 0.768
H 0.006 3.608 1.371
H 2.059 3.974 2.825
H 2.921 2.858 1.794
H 1.802 2.965 4.825
H 1.153 1.011 6.211
H 0.406 -1.080 5.053
H 0.273 -1.074 2.584
H 2.836 3.889 -0.676
H 2.301 2.788 -1.940
H 5.098 2.871 -1.183
H 6.686 1.158 -0.329
H 5.780 -0.741 1.029
H 3.319 -0.865 1.377
H 0.171 2.796 -2.113
H 0.191 4.377 -1.315
H -2.248 4.640 -1.672
H -4.454 4.270 -0.567
H -4.614 2.514 1.207
H -2.621 1.121 1.677
Br 0.760 0.398 -6.747
C 0.741 0.361 -4.851
C -0.468 0.466 -4.181
C -0.472 0.486 -2.793
C 0.711 0.375 -2.066
C 1.906 0.243 -2.760
C 1.932 0.238 -4.149
H -1.394 0.540 -4.737
H -1.427 0.593 -2.288
H 2.848 0.128 -2.233
H 2.868 0.140 -4.682
C -4.027 -0.781 -2.472
C -3.852 0.112 -1.261
O -3.295 -0.577 -0.120
P -1.807 -1.167 0.077
O -2.026 -1.917 1.473
C -2.519 -1.396 2.724
C -4.033 -1.400 2.812
O -1.695 -2.400 -0.905
C -2.578 -3.556 -0.828
C -2.534 -4.299 -2.143
H -4.524 -0.221 -3.264
H -4.647 -1.640 -2.219
H -3.064 -1.129 -2.846
H -4.815 0.480 -0.910
H -3.237 0.984 -1.503
H -2.126 -0.390 2.896
H -2.100 -2.062 3.478
H -4.471 -0.734 2.072
H -4.334 -1.073 3.808
H -4.418 -2.406 2.649
H -3.589 -3.221 -0.599
H -2.234 -4.195 -0.016
H -2.992 -3.727 -2.949
H -3.081 -5.234 -2.030
H -1.508 -4.538 -2.423
C 0.760 -3.938 0.940
C 1.699 -2.984 0.169
C 3.158 -3.287 0.576
C 1.607 -3.229 -1.363
O 1.358 -1.671 0.415
H 1.000 -4.969 0.688
H -0.279 -3.734 0.692
H 0.900 -3.792 2.012
H 3.384 -4.327 0.348
H 3.306 -3.135 1.646
H 3.841 -2.647 0.018
H 1.873 -4.266 -1.557
H 2.314 -2.569 -1.867
H 0.612 -3.018 -1.731
```

Its expectation value of S² is 8.767. Its charge is +2. Its HOMO energy (spin up / spin down) is -12.5 / -13.3 eV. The frontier orbital gap (spin up / spin down) is 7.818 / 5.228 eV. The spin multiplicity is 6. The calculation puts the energy relative to the best compared isomer or geometry (same formula, charge and spin) at 26.3 kJ/mol.

Atom charges from the Löwdin analysis, given in e for atoms 1 to 8:
1. Ir 1.400
2. C -0.152
3. C -0.088
4. C -0.244
5. C 0.014
6. C -0.014
7. C -0.028
8. C -0.150

***

This record from the Open Molecules 2025 dataset describes a molecular structure, C35H48Cl2N6O9PV at a distorted geometry. The level of theory is ωB97M-V/def2-TZVPD.

XYZ file:
```
102
C35H48Cl2N6O9PV, DFT ωB97M-V/def2-TZVPD
V 1.419 1.055 1.579
O 4.381 1.814 -0.684
C 3.705 1.477 0.276
O 2.638 0.754 0.198
C 4.223 1.775 1.702
C 5.304 2.594 1.786
C 6.003 2.723 2.994
C 5.663 1.954 4.087
C 4.604 1.086 4.024
C 3.760 1.014 2.857
O 2.701 0.321 2.845
N 4.398 0.215 5.189
O 3.734 -0.778 5.061
O 4.951 0.534 6.239
N 7.161 3.597 3.081
O 7.783 3.640 4.132
O 7.470 4.245 2.100
H 5.629 3.123 0.901
H 6.247 2.010 4.992
Cl 3.429 -1.803 -1.626
C 3.793 -2.470 -0.028
Cl 2.549 -2.194 1.188
H 4.697 -1.993 0.322
H 3.917 -3.539 -0.140
C -1.220 0.006 -6.664
C -0.594 1.244 -6.027
C -0.954 1.314 -4.528
C -1.098 -0.089 -3.887
C -0.150 -1.055 -4.613
C -0.576 -1.263 -6.079
P -0.618 -0.031 -2.081
C -1.197 -1.693 -1.419
C -2.395 -2.423 -2.085
C -2.034 -3.831 -2.563
C -1.473 -4.658 -1.406
C -0.227 -3.990 -0.775
C 0.049 -2.593 -1.339
C -1.904 1.055 -1.293
C -1.701 2.551 -1.580
C -2.424 3.390 -0.512
C -3.734 2.721 -0.049
C -4.323 1.849 -1.158
C -3.377 0.684 -1.523
H -1.105 0.023 -7.751
H -2.295 0.010 -6.455
H -0.941 2.149 -6.532
H 0.493 1.201 -6.154
H -1.893 1.857 -4.416
H -0.182 1.878 -3.995
H -2.122 -0.445 -4.025
H -0.120 -2.020 -4.109
H 0.863 -0.642 -4.561
H -1.283 -2.096 -6.144
H 0.300 -1.538 -6.675
H -1.457 -1.435 -0.386
H -2.800 -1.860 -2.925
H -3.211 -2.515 -1.359
H -1.300 -3.779 -3.375
H -2.925 -4.318 -2.970
H -1.232 -5.665 -1.759
H -2.263 -4.768 -0.654
H 0.657 -4.610 -0.951
H -0.349 -3.921 0.306
H 0.516 -2.692 -2.322
H 0.769 -2.085 -0.702
H -1.643 0.914 -0.236
H -2.089 2.802 -2.570
H -0.638 2.788 -1.560
H -2.636 4.387 -0.913
H -1.753 3.517 0.340
H -4.461 3.479 0.254
H -3.538 2.102 0.832
H -4.493 2.480 -2.039
H -5.299 1.456 -0.856
H -3.541 0.417 -2.573
H -3.626 -0.195 -0.920
O 0.651 2.053 3.094
N 0.192 1.144 4.027
C 0.837 1.019 5.185
C 0.476 0.154 6.177
C -0.675 -0.669 5.926
C -1.404 -0.536 4.804
C -1.037 0.415 3.685
H 1.679 1.692 5.281
H 1.050 0.086 7.088
H -0.970 -1.412 6.663
H -2.288 -1.143 4.652
H -1.834 1.158 3.495
O 1.131 4.842 0.154
C 0.912 3.672 0.348
N 0.629 2.525 0.507
C -1.757 -2.647 2.244
N -1.944 -1.241 1.950
C -3.307 -0.790 2.114
C -0.883 -0.344 2.333
N 0.094 -0.103 1.581
H -2.182 -2.938 3.218
H -0.692 -2.876 2.251
H -2.246 -3.255 1.472
H -3.955 -1.390 1.465
H -3.392 0.251 1.804
H -3.697 -0.882 3.142
```

Its expectation value of S² is 2.027. Its charge is -2. Its HOMO energy (spin up / spin down) is -1.5 / -1.6 eV. The frontier orbital gap (spin up / spin down) is 5.550 / 5.593 eV. The spin multiplicity is 3.

Atom charges from the Löwdin analysis, given in e for atoms 1 to 8:
1. V 0.824
2. O 0.040
3. C -0.583
4. O -0.195
5. C -0.030
6. C 0.059
7. C -0.145
8. C 0.057

***

This record from the Open Molecules 2025 dataset describes a molecular structure, C35H48ClN4NdO6 at a distorted geometry. The level of theory is ωB97M-V/def2-TZVPD.

XYZ file:
```
95
C35H48ClN4NdO6, DFT ωB97M-V/def2-TZVPD
O -2.815 0.103 -2.126
C -2.019 -0.687 -2.844
C -2.915 -1.834 -3.290
C -3.888 -2.332 -2.420
H -3.851 -2.078 -1.353
C -4.934 -3.120 -2.926
H -5.731 -3.457 -2.249
C -4.951 -3.450 -4.290
H -5.797 -4.014 -4.702
C -3.898 -3.039 -5.110
H -3.877 -3.337 -6.152
C -2.880 -2.239 -4.607
H -2.060 -1.890 -5.223
H -1.669 -0.129 -3.744
C 0.639 -0.818 -3.039
C -0.540 -1.263 -2.198
H 1.515 -1.473 -2.908
H 0.982 0.207 -2.832
H 0.359 -0.864 -4.107
C -0.565 -2.564 -1.764
C 0.392 -3.626 -2.188
H -1.416 -2.932 -1.180
H 0.507 -3.711 -3.285
H 0.066 -4.616 -1.838
H 1.391 -3.456 -1.755
Nd 0.178 -0.313 0.185
Cl 2.551 -2.109 -0.019
C -0.524 -1.085 3.312
O -0.828 -0.224 2.446
N 0.145 -0.808 4.425
C 0.546 0.568 4.676
C 0.515 -1.837 5.386
H -0.753 -2.146 3.160
H -0.087 1.246 4.090
H 1.593 0.734 4.378
H 0.442 0.780 5.743
H -0.038 -2.746 5.153
H 0.274 -1.497 6.396
H 1.589 -2.060 5.343
H -5.743 2.043 -1.382
H -5.380 1.737 1.210
C -4.848 1.427 -1.497
C -4.542 1.093 0.933
N -3.987 1.541 -0.329
H -4.256 1.744 -2.363
C -2.655 1.482 -0.573
O -1.815 0.988 0.239
H -3.795 1.101 1.728
H -2.338 2.123 -1.413
H -5.157 0.378 -1.622
H -4.962 0.089 0.809
H 3.385 3.859 -1.237
H 1.588 5.497 -2.638
C 3.057 3.145 -2.008
C 1.415 4.575 -3.210
N 1.669 3.399 -2.393
H 3.167 2.130 -1.613
C 0.658 2.643 -1.968
O 0.807 1.642 -1.210
H 0.375 4.551 -3.537
H -0.329 2.936 -2.359
H 3.692 3.261 -2.898
H 2.074 4.565 -4.084
C 1.441 5.680 1.515
C 2.259 4.420 1.527
C 3.653 4.520 1.491
C 4.465 3.377 1.501
C 3.875 2.127 1.497
C 2.464 1.984 1.530
N 1.907 0.745 1.474
C 2.604 -3.327 1.257
C 3.828 -3.576 1.868
C 3.922 -4.579 2.844
C 2.788 -5.343 3.162
C 1.569 -5.096 2.530
C 1.457 -4.032 1.621
C 0.131 -3.716 0.992
O -0.565 -4.659 0.592
O -0.165 -2.455 0.925
C 1.656 3.166 1.583
C 0.167 3.071 1.652
H 0.740 5.726 0.671
H 0.853 5.803 2.432
H 2.121 6.533 1.432
H 4.101 5.521 1.469
H 5.556 3.443 1.500
H 4.461 1.207 1.450
H 2.577 0.031 1.783
H 4.705 -2.980 1.602
H 4.880 -4.762 3.338
H 2.864 -6.137 3.912
H 0.686 -5.700 2.715
H -0.172 2.139 2.114
H -0.272 3.898 2.237
H -0.288 3.135 0.650
```

Its expectation value of S² is 3.753. Its charge is 0. Its HOMO energy (spin up / spin down) is -6.7 / -6.7 eV. The frontier orbital gap (spin up / spin down) is 7.039 / 7.041 eV. The spin multiplicity is 4. The calculation puts the energy relative to the best compared isomer or geometry (same formula, charge and spin) at 260.3 kJ/mol.

Atom charges from the Löwdin analysis, given in e for atoms 1 to 8:
1. O -0.236
2. C -0.352
3. C -0.192
4. C -0.035
5. H 0.121
6. C -0.080
7. H 0.101
8. C -0.107